# C4H5I

A 2-piece molecular cluster, C4H5I overall (wB97M-V/def2-TZVPD, the OMol25 dataset).

The geometry in XYZ format:
```
10
Properties=species:S:1:pos:R:3
C 0.884 -1.506 -1.733
C 1.475 -2.167 -0.929
C 0.380 0.602 0.904
C -0.655 -0.008 0.365
I 2.497 -3.294 0.393
H 0.354 -0.901 -2.407
H 0.623 1.625 0.672
H 1.036 0.104 1.593
H -1.319 0.493 -0.319
H -0.890 -1.036 0.575
```

Calculated values
SMILES string = C#CI.C=C
E_HOMO = -9.4 eV
Relative energy (zero: lowest compared OMol25 entry of this formula, charge and spin) = 1.840 eV
DFT total energy = -12326.2292 eV
Multiplicity = 1

Atom charges from the natural (NBO) analysis, given in e for atoms 1 to 4:
1. C -0.241
2. C -0.281
3. C -0.385
4. C -0.380